No. 1
# C37H58BFN5O5

A cluster of 6 separate species, C37H58BFN5O5 in total in a non-equilibrium geometry (the ωB97M-V functional and the def2-TZVPD basis, the Open Molecules 2025 dataset).

Structure (ORCA input):
```
! wB97M-V def2-TZVPD RIJCOSX def2/J DEFGRID3
* xyz -1 1
C 1.6139 -1.6565 2.3274
C 0.6028 -0.4398 1.8024
C -0.8016 -0.9954 1.1654
O -1.7804 0.0407 0.8046
B -1.3278 0.8816 -0.3200
C -0.8339 0.1244 -1.7333
C -1.8409 -1.1606 -2.0878
O -1.3922 -2.3103 -2.6574
F -3.3121 -1.1589 -1.7539
O -2.5549 1.5885 -0.8331
C -2.5334 3.0669 -0.5751
C -1.5214 2.9898 0.7546
C -0.9665 4.3912 1.3978
C -0.1680 3.9943 2.8131
C -1.1620 3.3589 3.9509
C -0.5333 3.2838 5.4630
C -1.8250 2.9580 6.4744
C -2.6027 1.5623 6.1061
C -3.9250 1.7320 5.1522
C -4.5421 0.2137 4.8369
C -6.1767 0.1821 4.7171
O -6.6891 -0.6679 3.6052
C -6.3158 -0.0947 2.3022
O -0.5163 2.0693 0.1258
H 1.2749 -2.7132 1.9255
H 2.7030 -1.4724 1.8761
H 1.7358 -1.5985 3.4896
H 1.2619 0.1987 1.0508
H 0.3560 0.2738 2.7079
H -0.5406 -1.7533 0.3079
H -1.3165 -1.6494 2.0217
H -0.8974 0.9214 -2.6153
H 0.2774 -0.2644 -1.5661
H -3.5740 3.6057 -0.4307
H -1.8185 3.5114 -1.4150
H -2.2709 2.4958 1.5414
H -0.1593 4.8839 0.6716
H -1.7870 5.1869 1.6491
H 0.4829 4.9029 3.2204
H 0.6312 3.1525 2.5358
H -1.3683 2.2304 3.6210
H -2.1966 3.9111 3.8767
H 0.1229 2.2871 5.4990
H 0.0646 4.2398 5.7794
H -2.5567 3.8853 6.3322
H -1.4330 2.8745 7.5890
H -2.9491 1.0808 7.1408
H -1.9069 0.7558 5.5700
H -3.6947 2.1982 4.0855
H -4.8093 2.3411 5.6351
H -4.2566 -0.5245 5.7255
H -4.0026 -0.2139 3.8690
H -6.6290 1.2694 4.5959
H -6.6461 -0.2918 5.7069
H -5.4608 -0.7740 1.8497
H -7.2092 -0.0506 1.5440
H -5.8632 0.9670 2.4952
N 4.5248 -0.1388 -1.6390
C 4.1968 0.7442 -0.6435
C 3.1499 1.5194 -1.0900
C 2.8315 1.0846 -2.3988
C 3.6941 0.0578 -2.7114
H 5.2636 -0.8283 -1.5898
H 4.7359 0.7465 0.2943
H 2.6669 2.3116 -0.5329
H 2.0561 1.4776 -3.0435
H 3.7885 -0.5472 -3.6033
N 4.6190 -3.6356 -4.8829
C 4.2862 -4.3286 -6.0175
C 5.2081 -4.0176 -6.9920
C 6.1329 -3.1097 -6.4232
C 5.7469 -2.8936 -5.1192
H 4.1122 -3.6675 -4.0078
H 3.4232 -4.9808 -6.0349
H 5.2146 -4.4040 -8.0029
H 6.9886 -2.6621 -6.9119
H 6.1764 -2.2759 -4.3418
N -5.0087 -2.5009 -4.1345
C -5.2918 -3.8301 -4.3125
C -6.0338 -3.9566 -5.4655
C -6.1992 -2.6586 -6.0051
C -5.5536 -1.7794 -5.1647
H -4.4798 -2.1132 -3.3641
H -4.9432 -4.5700 -3.6045
H -6.4139 -4.8837 -5.8746
H -6.7312 -2.3938 -6.9097
H -5.4368 -0.7049 -5.2107
N 4.2414 3.4535 -4.0750
C 3.5872 4.6444 -3.8945
C 4.3197 5.6309 -4.5162
C 5.4524 5.0122 -5.0972
C 5.3772 3.6673 -4.8118
H 3.9336 2.5572 -3.7208
H 2.6599 4.6880 -3.3392
H 4.0650 6.6822 -4.5489
H 6.2380 5.4957 -5.6634
H 6.0336 2.8465 -5.0682
N 4.1396 -4.6934 2.2714
C 3.8031 -4.6413 3.5991
C 3.2931 -5.8691 3.9574
C 3.3287 -6.6926 2.8068
C 3.8587 -5.9421 1.7812
H 4.5344 -3.9301 1.7373
H 3.9535 -3.7369 4.1732
H 2.9352 -6.1426 4.9415
H 3.0035 -7.7224 2.7343
H 4.0582 -6.1888 0.7469
*
```

Output
- Highest occupied orbital energy: -5.47 eV
- Relative energy (zero: lowest compared OMol25 entry of this formula, charge and spin): 219.7 kcal per mole
- Kohn-Sham gap: 7.02 eV
- Strongest force on any atom: 9.5 eV/Å
- Energy: -60385.495 eV

Results of the Mulliken charge analysis, in e, for atoms 1 through 99: number 1, C, carries -0.8263; number 2, C, carries 1.0736; number 3, C, carries -0.7194; number 4, O, carries -0.3372; number 5, B, carries 0.3067; number 6, C, carries 0.1427; number 7, C, carries 0.4298; number 8, O, carries -0.5897; number 9, F, carries -0.3021; number 10, O, carries -0.6079; number 11, C, carries -0.5091; number 12, C, carries 0.7772; number 13, C, carries -0.7477; number 14, C, carries -0.2956; number 15, C, carries -0.0042; number 16, C, carries -0.7573; number 17, C, carries -0.5158; number 18, C, carries -0.5357; number 19, C, carries -0.1248; number 20, C, carries -0.1669; number 21, C, carries -0.6058; number 22, O, carries -0.4200; number 23, C, carries -0.4834; number 24, O, carries -0.2561; number 25, H, carries 0.2854; number 26, H, carries 0.0916; number 27, H, carries 0.2511; number 28, H, carries -0.3428; number 29, H, carries -0.2570; number 30, H, carries 0.2020; number 31, H, carries 0.1856; number 32, H, carries 0.2027; number 33, H, carries -0.0671; number 34, H, carries 0.1948; number 35, H, carries 0.1293; number 36, H, carries -0.3719; number 37, H, carries 0.2472; number 38, H, carries 0.2851; number 39, H, carries 0.3348; number 40, H, carries 0.0124; number 41, H, carries -0.2038; number 42, H, carries 0.3775; number 43, H, carries 0.2104; number 44, H, carries 0.3035; number 45, H, carries 0.2693; number 46, H, carries 0.2868; number 47, H, carries 0.3945; number 48, H, carries 0.1212; number 49, H, carries -0.1023; number 50, H, carries 0.3564; number 51, H, carries 0.3026; number 52, H, carries 0.0680; number 53, H, carries 0.3284; number 54, H, carries 0.2687; number 55, H, carries 0.1562; number 56, H, carries 0.2826; number 57, H, carries 0.2218; number 58, N, carries 0.0798; number 59, C, carries -1.0125; number 60, C, carries 0.1925; number 61, C, carries -1.1473; number 62, C, carries -0.4516; number 63, H, carries 0.1996; number 64, H, carries 0.4371; number 65, H, carries 0.4260; number 66, H, carries 0.6769; number 67, H, carries 0.5466; number 68, N, carries 0.0253; number 69, C, carries -0.4927; number 70, C, carries -0.3794; number 71, C, carries -0.4440; number 72, C, carries -0.4265; number 73, H, carries 0.2133; number 74, H, carries 0.3693; number 75, H, carries 0.3779; number 76, H, carries 0.3862; number 77, H, carries 0.3682; number 78, N, carries 0.0782; number 79, C, carries -0.3943; number 80, C, carries -0.4901; number 81, C, carries -0.5286; number 82, C, carries -0.3634; number 83, H, carries 0.2752; number 84, H, carries 0.3597; number 85, H, carries 0.3683; number 86, H, carries 0.3638; number 87, H, carries 0.3673; number 88, N, carries 0.1070; number 89, C, carries -0.2659; number 90, C, carries -0.5992; number 91, C, carries -0.5072; number 92, C, carries -0.4535; number 93, H, carries 0.2951; number 94, H, carries 0.3918; number 95, H, carries 0.3759; number 96, H, carries 0.3719; number 97, H, carries 0.3533; number 98, N, carries 0.0433; number 99, C, carries -0.5233


No. 2
# C37H58Cl5F3MoN3SSi4Te

A structure of composition C37H58Cl5F3MoN3SSi4Te in a non-equilibrium geometry (the ωB97M-V functional and the def2-TZVPD basis, the Open Molecules 2025 dataset).

Structure (ORCA input):
```
! wB97M-V def2-TZVPD RIJCOSX def2/J DEFGRID3
* xyz 1 3
Mo 0.7693 -0.1405 -1.0456
Cl 0.2314 1.1609 2.6275
C 1.7317 0.5318 2.1157
C 1.8339 0.0052 0.8241
C 3.1270 -0.4028 0.4999
Cl 3.2544 -0.7238 -1.2355
C 4.2067 -0.4811 1.3049
Cl 5.7165 -1.0361 0.6585
C 4.0064 -0.0895 2.6629
Cl 5.3869 -0.0593 3.6584
C 2.7808 0.4238 3.0798
Cl 2.5818 0.8936 4.7497
C 0.7717 -0.2549 -3.5439
C -0.0656 0.8173 -3.8377
C -1.6087 0.6301 -3.6583
C -2.3264 1.9074 -3.8456
C -1.7562 3.0175 -4.3098
C -0.3661 3.0821 -4.6194
C 0.4594 2.0809 -4.3639
H 1.7550 -0.1894 -3.9068
H 0.4197 -1.2603 -3.2973
H -2.0040 0.1356 -4.6521
H -3.3696 1.9029 -3.5252
H -2.3715 3.8902 -4.4637
H 0.1333 3.9522 -5.0618
H 1.5158 2.1816 -4.7031
C -2.0632 6.9414 -0.4447
C -0.7477 6.6456 -1.1246
C -0.5273 5.3125 -1.8244
C -0.7922 4.0777 -0.8813
N 0.2751 3.9324 0.0639
C 1.4608 3.3404 -0.0952
S 1.7118 2.3004 -1.4778
N 2.3254 3.3965 0.8822
C 3.7384 3.2999 0.7023
C 4.5496 4.3984 -0.0074
C 4.4131 5.8575 0.4849
C 2.9903 6.3762 0.3096
H -2.1380 8.0269 -0.1495
H -2.2765 6.3413 0.4553
H -2.8798 6.8259 -1.1265
H 0.0426 6.8667 -0.4185
H -0.5647 7.4299 -1.9233
H 0.4086 5.2638 -2.3757
H -1.2622 5.1967 -2.5762
H -0.7860 3.1934 -1.5358
H -1.7276 4.2128 -0.2561
H 0.1786 4.4376 0.9455
H 2.0207 4.0657 1.5571
H 3.9717 2.3164 0.1486
H 4.1491 3.1577 1.7001
H 4.4761 4.3601 -1.1143
H 5.5711 4.1717 0.1321
H 5.1930 6.5087 0.0459
H 4.7046 5.7820 1.5423
H 2.5603 6.1260 -0.7205
H 3.0221 7.4893 0.3381
H 2.3175 6.1058 1.0803
F -5.5716 -0.0618 0.5012
C -5.3714 0.2821 -0.7893
F -5.9885 -0.7530 -1.4216
F -6.0140 1.4737 -0.9874
C -3.9030 0.3706 -1.0879
C -3.3784 -0.3849 -2.0802
C -1.9127 -0.1894 -2.4431
N -1.1758 0.3596 -1.2440
C -1.7897 1.2295 -0.4099
C -3.1727 1.3741 -0.4069
H -3.9239 -1.1489 -2.6465
H -1.4813 -1.2122 -2.5895
H -1.1325 1.8596 0.2299
H -3.5758 2.1128 0.2827
C 1.5929 -5.8162 3.2162
Si 1.8070 -4.9605 1.5169
C 3.0224 -3.5310 1.7194
C 2.5052 -6.2324 0.2025
Si -0.3687 -4.2005 0.8839
Te 0.5000 -2.7374 -1.1346
Si -1.8094 -5.9480 0.1061
C -2.3289 -6.9569 1.5396
C -3.3243 -5.0277 -0.5796
C -1.0380 -7.0614 -1.1607
Si -1.5153 -2.8839 2.5918
C -0.2862 -2.4684 3.9159
C -2.8935 -3.8795 3.4600
C -2.2687 -1.4341 1.6292
H 2.3964 -6.4423 3.5222
H 0.7819 -6.4607 3.1466
H 1.4059 -5.0713 3.9895
H 3.8949 -3.8277 2.3416
H 2.4604 -2.7828 2.2517
H 3.4004 -3.0992 0.7763
H 3.5889 -6.2848 0.4611
H 2.3502 -6.0014 -0.8386
H 2.0647 -7.2350 0.4069
H -1.5909 -7.6209 2.0656
H -3.1405 -7.5565 1.1338
H -2.8276 -6.3703 2.3617
H -3.4390 -3.9789 -0.2348
H -4.2922 -5.5096 -0.4012
H -3.4182 -4.9638 -1.6598
H 0.0249 -7.3938 -0.9883
H -1.0750 -6.5365 -2.1422
H -1.7260 -7.9346 -1.2329
H -0.0420 -3.3379 4.4082
H -0.7881 -1.7542 4.6045
H 0.7213 -2.0541 3.6235
H -2.6124 -4.8086 3.8125
H -3.8505 -4.1392 2.9591
H -3.2439 -3.3006 4.3424
H -1.5198 -0.7669 1.2360
H -3.0980 -0.8623 2.1060
H -2.7581 -1.8125 0.6865
*
```

Output
- Highest occupied orbital energy (spin up / spin down): -9.55 / -10.06 eV
- Relative energy (zero: lowest compared OMol25 entry of this formula, charge and spin): 97.1 kcal per mole
- Kohn-Sham gap (spin up / spin down): 4.90 / 6.65 eV
- Strongest force on any atom: 3.2 eV/Å
- Energy: -166034.155 eV

Results of the Mulliken charge analysis, in e, for atoms 1 through 99: number 1, Mo, carries -2.6326; number 2, Cl, carries -0.1510; number 3, C, carries 1.3115; number 4, C, carries 0.1778; number 5, C, carries 1.5860; number 6, Cl, carries 0.0372; number 7, C, carries -0.3199; number 8, Cl, carries -0.1222; number 9, C, carries 0.6726; number 10, Cl, carries -0.1783; number 11, C, carries -0.4822; number 12, Cl, carries -0.1609; number 13, C, carries -2.5432; number 14, C, carries 1.4719; number 15, C, carries 0.9267; number 16, C, carries -0.8756; number 17, C, carries -0.8432; number 18, C, carries -0.3603; number 19, C, carries -0.5900; number 20, H, carries 0.6005; number 21, H, carries 0.6102; number 22, H, carries 0.5571; number 23, H, carries 0.4664; number 24, H, carries 0.4632; number 25, H, carries 0.4077; number 26, H, carries 0.3104; number 27, C, carries -1.3155; number 28, C, carries -0.3949; number 29, C, carries -0.5057; number 30, C, carries 0.7602; number 31, N, carries 0.2813; number 32, C, carries -0.3978; number 33, S, carries -0.1022; number 34, N, carries 0.0819; number 35, C, carries -0.4065; number 36, C, carries -1.0132; number 37, C, carries -0.8900; number 38, C, carries -0.6859; number 39, H, carries 0.3824; number 40, H, carries 0.2995; number 41, H, carries 0.3254; number 42, H, carries 0.0157; number 43, H, carries 0.4260; number 44, H, carries 0.3145; number 45, H, carries 0.4076; number 46, H, carries -1.3647; number 47, H, carries 0.4679; number 48, H, carries 0.4526; number 49, H, carries 0.4290; number 50, H, carries -0.0049; number 51, H, carries 0.6497; number 52, H, carries 0.2508; number 53, H, carries 0.6320; number 54, H, carries 0.3876; number 55, H, carries 0.2831; number 56, H, carries 0.0884; number 57, H, carries 0.4393; number 58, H, carries 0.2844; number 59, F, carries -0.2622; number 60, C, carries 0.7984; number 61, F, carries -0.2871; number 62, F, carries -0.2634; number 63, C, carries 0.9162; number 64, C, carries -2.1273; number 65, C, carries -0.3511; number 66, N, carries 1.9831; number 67, C, carries 0.2411; number 68, C, carries -2.0165; number 69, H, carries 0.5024; number 70, H, carries 0.1964; number 71, H, carries -0.0700; number 72, H, carries 0.5037; number 73, C, carries -1.2184; number 74, Si, carries 0.4818; number 75, C, carries 0.0228; number 76, C, carries -1.2245; number 77, Si, carries -0.4253; number 78, Te, carries -0.1243; number 79, Si, carries 0.7456; number 80, C, carries -1.0547; number 81, C, carries -1.0194; number 82, C, carries -1.0129; number 83, Si, carries 0.7307; number 84, C, carries -0.8494; number 85, C, carries -1.5424; number 86, C, carries 0.5992; number 87, H, carries 0.4652; number 88, H, carries 0.3410; number 89, H, carries 0.3236; number 90, H, carries 0.4656; number 91, H, carries -0.5511; number 92, H, carries 0.1753; number 93, H, carries 0.3476; number 94, H, carries 0.3751; number 95, H, carries 0.2988; number 96, H, carries 0.2660; number 97, H, carries 0.4244; number 98, H, carries 0.2135; number 99, H, carries 0.0396